A 8-piece molecular cluster, C17H30B2Cl21FN3O4S overall, computed with ωB97M-V/def2-TZVPD.

Geometry as XYZ:
```
79
Properties=species:S:1:pos:R:3:forces:R:3:lowdin_charge:R:1
C -1.8244 2.3403 0.7949 -0.17 0.23 -0.57 -0.063
C -0.9311 2.6931 -0.3907 0.19 0.21 0.49 -0.165
C 0.5333 2.2915 -0.2564 -0.92 -0.89 -0.08 -0.270
F 1.3413 3.3801 -0.5575 0.57 0.29 0.06 0.012
C 1.0417 1.1513 -1.1437 -0.37 0.04 -0.02 -0.185
B 1.2459 1.7309 -2.6419 -0.29 0.59 -0.22 -0.636
N 0.3851 2.8152 -3.1482 0.45 -0.46 -0.04 0.146
O 2.1951 1.1798 -3.4339 0.28 0.00 -0.20 0.190
C 2.2629 0.4616 -0.5082 1.34 0.10 -0.18 -0.073
B 3.6834 1.2540 -0.4503 0.70 0.22 -0.05 -0.509
O 4.3123 1.5807 -1.6137 -0.87 0.54 -0.47 0.190
N 4.3295 1.5521 0.8150 -0.97 -0.27 0.58 -0.089
C 3.7026 2.6589 1.5592 0.39 0.24 -0.34 -0.039
C 4.5453 0.3347 1.6101 0.41 0.22 -0.25 -0.056
N 2.2939 -0.7711 -1.2960 1.08 -1.07 -0.84 0.150
C 1.2013 -1.1126 -1.8252 -0.73 1.77 0.69 -0.051
C 0.1481 -0.0919 -1.3860 -0.87 -0.92 -0.35 -0.553
S -1.0113 -0.1146 -2.7953 0.15 -0.22 -0.56 0.889
C -0.5373 -0.7925 -0.1749 -0.17 0.09 -0.11 -0.189
O -0.1830 -0.1652 1.0283 0.23 0.45 -0.12 -0.150
O -0.3124 -1.1616 2.0272 -0.11 -0.30 0.56 -0.036
H -2.6585 3.0286 0.8000 -0.25 0.21 0.09 0.080
H -2.2604 1.3620 0.6858 -0.03 -0.54 0.23 0.060
H -1.3132 2.4390 1.7405 0.17 -0.10 0.31 0.081
H -1.3576 2.3515 -1.3131 -0.18 -0.18 -0.48 0.074
H -0.9279 3.7676 -0.4785 0.14 0.43 -0.10 0.090
H 0.7081 2.0063 0.7732 0.23 0.27 0.38 0.131
H 0.9468 3.4885 -3.6651 -0.16 0.20 0.08 0.074
H -0.2573 2.4211 -3.8296 -0.27 0.14 0.03 0.031
H 2.2068 1.6542 -4.2802 0.09 -0.39 0.08 0.135
H 2.1177 0.1353 0.5158 -0.62 0.02 0.26 0.147
H 4.3026 2.5339 -1.7900 0.65 -0.26 -0.02 0.137
H 3.8398 2.5316 2.6185 0.07 -0.19 0.43 0.085
H 2.6411 2.7949 1.3680 -0.24 -0.11 0.03 0.065
H 4.1873 3.5918 1.3050 0.11 0.33 -0.13 0.091
H 5.6036 0.1138 1.6350 0.37 -0.13 0.03 0.090
H 4.0719 -0.5496 1.1817 -0.26 -0.22 -0.04 0.071
H 4.2230 0.4360 2.6379 -0.31 0.06 0.19 0.056
H 3.1122 -1.3615 -1.4330 0.16 0.19 0.24 0.139
H 1.0211 -1.9810 -2.4257 0.13 -0.43 -0.17 0.157
H -2.0154 0.6912 -2.4261 0.25 0.06 0.41 -0.171
H -0.1986 -1.8185 -0.1158 0.03 -0.43 -0.10 0.049
H -1.6110 -0.8448 -0.3235 -0.32 0.25 0.10 0.115
H -0.7526 -0.6733 2.7434 0.06 -0.07 -0.10 0.123
C -1.8311 -4.1504 1.5254 0.10 -0.05 0.13 -1.515
Cl -3.5357 -3.9640 1.9397 0.27 -0.17 0.29 0.594
Cl -1.0611 -5.3428 2.5678 0.01 0.02 -0.06 0.554
Cl -1.6284 -4.5732 -0.1776 -0.10 0.02 -0.11 0.553
H -1.3423 -3.1978 1.6856 -0.01 0.02 0.07 -0.028
C 2.9110 -4.5289 -0.3050 -0.03 -0.06 -0.21 -1.487
Cl 1.8105 -3.2931 0.3211 0.04 -0.35 0.52 0.609
Cl 2.1512 -5.4165 -1.6189 0.02 0.03 0.04 0.564
Cl 4.4150 -3.7694 -0.8412 0.01 0.04 0.00 0.565
H 3.1382 -5.2207 0.4953 0.02 0.03 0.04 0.025
C -2.6674 -4.3736 5.7098 0.02 -0.05 0.15 -1.547
Cl -2.3258 -2.7627 5.0603 -0.08 0.04 0.02 0.484
Cl -1.1733 -5.2471 6.0582 -0.14 -0.04 0.09 0.504
Cl -3.6684 -4.2529 7.1519 0.00 0.00 -0.05 0.558
H -3.2158 -4.9285 4.9597 0.02 0.02 -0.06 -0.007
C -1.4967 6.5702 -3.8802 0.10 0.07 0.01 -1.542
Cl -1.8759 5.3915 -5.1453 -0.03 -0.05 -0.01 0.511
Cl -0.6036 5.7971 -2.5715 -0.06 0.14 0.01 0.562
Cl -0.5965 7.9289 -4.5445 -0.03 -0.04 0.01 0.546
H -2.4296 6.9440 -3.4809 -0.03 -0.01 0.00 0.013
C -4.2074 1.7386 -4.7588 0.01 -0.10 -0.13 -1.502
Cl -5.4159 0.9196 -5.7324 0.04 0.04 0.08 0.576
Cl -4.2934 1.2184 -3.0686 -0.25 0.14 0.03 0.531
Cl -2.5816 1.4406 -5.3964 -0.06 0.09 -0.07 0.532
H -4.3990 2.8031 -4.7911 0.05 0.02 0.01 0.013
C 1.9555 -2.1878 5.8036 -0.13 0.07 -0.01 -1.530
Cl 0.8639 -1.4029 6.9410 0.03 -0.02 -0.02 0.542
Cl 1.0471 -3.1205 4.6127 0.25 0.03 -0.12 0.485
Cl 2.9923 -0.9977 5.0075 0.03 0.00 -0.01 0.528
H 2.5879 -2.8696 6.3556 0.03 -0.01 0.00 0.018
C -5.4159 -2.9364 -0.3714 -0.18 0.02 -0.22 -1.598
Cl -6.3037 -4.2875 -1.0681 0.04 0.02 0.03 0.551
Cl -5.1766 -1.6582 -1.5711 0.05 0.01 0.01 0.499
Cl -6.2378 -2.3084 1.0564 0.00 0.01 -0.03 0.525
H -4.4416 -3.2943 -0.0657 -0.17 0.09 -0.18 -0.106
```
Forces are in eV/Å.

As for the spin multiplicity: 1. Its net charge is +1. The value obtained for the lowest unoccupied orbital energy is -3.421 eV. The total energy comes out at -308645.5082 eV. For the HOMO-LUMO gap, the calculation gives 7.796 eV.

---

A 2-piece molecular cluster, C12H21N4O2 overall, computed with ωB97M-V/def2-TZVPD.

Geometry as XYZ:
```
39
Properties=species:S:1:pos:R:3:forces:R:3:nbo_charge:R:1
N -2.3199 -3.0713 -1.8689 -0.17 -0.93 0.67 -0.916
C -1.6954 -1.9943 -1.3251 2.27 3.43 0.03 0.759
N -1.4578 -0.8480 -2.2135 1.57 -2.15 4.14 -0.564
C -0.7475 0.1325 -1.3415 -0.20 2.54 1.06 -0.274
C -0.6525 -0.3803 0.1910 0.53 1.32 -0.94 -0.063
C 0.8575 -0.2647 0.7470 -0.44 -1.61 0.34 -0.418
C 1.8173 -1.4135 0.1088 -0.73 0.12 0.94 -0.421
C 3.3652 -1.0892 0.3521 -0.21 -0.66 -0.28 -0.429
C 4.3096 -1.2280 -0.9317 1.65 0.38 1.35 -0.086
O 3.6347 -1.0327 -2.2105 1.84 1.14 -0.54 -0.577
C 4.6433 -0.5268 -3.0978 2.82 -1.66 -1.22 0.628
O 5.6764 -1.1531 -3.4021 -4.01 2.02 1.44 -0.512
N -1.2479 -1.7370 0.0154 -0.35 -0.87 -3.27 -0.534
H -3.3444 -3.1112 -1.8270 0.79 -0.07 0.07 0.452
H -1.8311 -3.8208 -2.3746 -0.31 0.77 0.46 0.454
H -0.8770 -1.0834 -3.0320 -1.03 -0.29 0.11 0.434
H 0.3146 0.4587 -1.6379 -1.80 -0.67 -0.19 0.239
H -1.4495 1.0296 -1.3004 1.34 -0.85 -0.26 0.228
H -1.2671 0.3084 0.8815 0.47 -1.45 -1.17 0.248
H 0.7779 -0.4215 1.8885 0.37 0.36 -1.73 0.235
H 1.2527 0.7913 0.5678 -0.71 -1.42 0.06 0.242
H 1.5737 -2.3898 0.6761 0.33 1.40 -0.97 0.203
H 1.5132 -1.5856 -0.9748 0.77 0.35 1.19 0.209
H 3.7491 -1.8522 1.1268 -0.46 1.43 -1.14 0.236
H 3.4600 -0.0423 0.7876 -0.09 -1.37 -0.58 0.218
H 4.9370 -2.1950 -0.9091 -1.35 1.31 -0.25 0.211
H 5.0944 -0.3820 -0.8487 -1.15 -1.36 0.06 0.191
H 4.5230 0.5312 -3.5374 -0.60 -1.50 0.85 0.156
H -0.7790 -2.5264 0.4925 -1.14 0.31 -0.14 0.450
N -3.3798 2.9267 1.3688 0.07 -0.01 -0.03 -0.517
C -3.7017 1.9788 2.3056 0.08 -0.16 0.05 -0.100
C -3.5841 2.5537 3.5470 -0.03 -0.25 -0.08 -0.293
C -3.1823 3.8987 3.3532 0.07 0.18 -0.18 -0.296
C -3.0670 4.1014 1.9999 0.08 0.08 0.04 -0.073
H -3.3751 2.7827 0.3727 -0.12 0.11 0.18 0.404
H -3.9845 0.9801 2.0080 -0.05 0.09 0.07 0.201
H -3.7683 2.0613 4.4903 -0.01 0.05 -0.10 0.229
H -2.9986 4.6371 4.1193 -0.04 -0.07 -0.09 0.232
H -2.7892 4.9770 1.4332 -0.04 -0.06 0.09 0.216
```
Forces are in eV/Å.

As for the spin multiplicity: 1. Its net charge is +1. The value obtained for the lowest unoccupied orbital energy is -4.866 eV. The total energy comes out at -22830.1082 eV. For the HOMO-LUMO gap, the calculation gives 5.665 eV.

---

C18H16BF4N4PPdS2 as an isolated structure, computed with ωB97M-V/def2-TZVPD.

Geometry as XYZ:
```
47
Properties=species:S:1:pos:R:3:forces:R:3:mulliken_spin:R:1
Pd 9.5754 7.6769 11.7474 1.07 1.07 -0.93 1.087
N 7.1647 8.1859 15.1133 0.88 1.91 1.82 -0.030
C 8.1679 8.9618 15.7630 -0.83 -1.01 -2.41 0.284
C 9.1979 9.0375 14.8202 0.17 -1.99 -2.06 0.082
N 8.8469 8.2623 13.7347 0.61 0.98 1.09 0.166
C 7.5756 7.8275 13.8826 0.54 -0.13 0.02 0.037
C 6.9687 7.0939 12.7958 -0.14 0.39 0.51 0.066
N 7.7877 6.5884 11.8580 -2.21 -0.84 -1.65 0.121
C 6.9750 6.0533 10.8728 1.99 0.73 1.09 0.135
C 5.6465 6.2114 11.2324 -0.86 1.32 1.08 0.260
N 5.6493 6.9118 12.4388 1.31 -1.36 -0.89 -0.002
H 6.2380 8.1398 15.4697 -0.74 -0.25 0.37 -0.002
H 8.1500 9.4363 16.7269 -0.62 -0.22 0.26 0.007
H 10.2170 9.4628 14.8012 -0.99 -0.04 0.49 0.003
H 7.4039 5.6610 9.9504 -0.31 0.02 0.40 0.009
H 4.7352 6.0302 10.6433 0.50 -0.07 0.61 0.002
H 4.9166 6.9451 13.1149 -0.90 0.30 0.00 -0.003
S 11.7299 8.9790 11.6406 -0.24 0.54 1.27 0.873
P 11.8060 8.0102 9.9086 1.86 0.32 -2.80 -0.067
S 10.0842 7.0847 9.5325 -0.95 -0.44 0.07 0.691
C 12.1917 9.2798 8.6626 -1.39 -0.28 -0.02 0.062
C 13.4905 9.5435 8.2454 -0.42 1.53 -0.55 -0.014
C 13.7131 10.7143 7.5004 0.56 -0.56 0.23 0.029
C 12.6675 11.5443 7.0921 0.51 0.03 1.21 0.039
C 11.3701 11.2578 7.4902 0.29 -1.08 -0.22 -0.018
C 11.1054 10.0905 8.2133 0.73 0.25 0.06 0.065
C 13.0712 6.7657 9.9402 -0.94 -0.51 -0.11 0.097
C 13.5638 6.2521 8.7393 1.32 0.03 -0.51 -0.003
C 14.6446 5.3497 8.8098 -1.45 0.31 1.19 0.001
C 14.9354 4.7624 10.0255 -0.44 0.78 0.05 0.018
C 14.2854 5.1520 11.1686 -0.15 -0.24 2.05 -0.008
C 13.3439 6.1674 11.1651 0.67 0.49 0.23 0.021
H 14.2944 8.8856 8.4468 0.72 -0.38 0.50 -0.002
H 14.7477 11.0145 7.2939 -0.47 -0.33 -0.19 0.001
H 12.9374 12.4779 6.6183 -0.28 -0.05 -0.28 0.001
H 10.5790 11.8972 7.1817 -0.65 0.30 -0.09 -0.001
H 10.0797 9.7970 8.3824 -0.16 0.16 0.43 -0.016
H 13.1808 6.6080 7.7790 0.35 0.06 0.27 -0.005
H 15.2949 5.0337 8.0565 0.19 -0.14 -1.84 0.000
H 15.6870 4.0250 10.1065 0.76 -0.63 -0.07 0.000
H 14.5849 4.6871 12.1230 -0.33 0.25 -0.54 0.001
H 12.9146 6.6061 12.0819 0.29 -0.60 -0.38 -0.016
F 8.3029 11.3494 9.8076 -0.26 -0.78 0.35 0.001
B 7.8048 10.3155 10.6173 0.05 0.42 -1.86 0.007
F 7.7672 9.0550 9.8509 0.14 0.39 0.57 0.004
F 6.5385 10.5763 11.0799 0.20 -0.27 0.47 0.000
F 8.7626 10.0917 11.6430 0.02 -0.37 0.71 0.016
```
Forces are in eV/Å.

As for the spin multiplicity: 5. Its net charge is +2. The value obtained for the lowest unoccupied orbital energy (alpha / beta) is -7.185 / -10.759 eV. The total energy comes out at -70858.9384 eV. The expectation value of S² is 6.0634. For the HOMO-LUMO gap (alpha / beta), the calculation gives 7.100 / 3.690 eV.